1.
A 2-piece molecular cluster, C3H11N3 overall at a distorted geometry, computed with ωB97M-V/def2-TZVPD.

```
17
Properties=species:S:1:pos:R:3:mulliken_charge:R:1
C 1.32 -0.15 0.47 -0.95
C -0.14 0.30 0.54 0.27
C -0.94 -1.06 -0.01 -0.50
H 1.89 -1.00 -1.61 0.22
H 2.86 -0.07 -0.72 0.19
H 1.25 -1.06 1.14 0.32
H 1.67 0.54 1.18 0.49
H -0.50 0.53 1.63 0.30
H -0.81 2.43 0.33 0.26
H 0.55 1.59 -0.86 0.30
H -0.12 -1.70 -0.72 0.19
H -1.46 -1.74 1.16 0.22
H -2.93 -0.24 0.21 0.25
H -1.82 0.70 -1.03 0.43
N 1.97 -0.22 -0.75 -0.50
N -0.51 1.48 -0.31 -0.71
N -2.26 -0.34 -0.63 -0.77
```

Computed properties:
E_tot   -7753.6118 eV
LUMO level   0.028 hartree
Energy above the lowest of the compared OMol25 structures with the same formula, charge and spin   624.5 kJ/mol
Gap between HOMO and LUMO   8.857 eV

2.
C5H9FO as an isolated structure at a distorted geometry, computed with ωB97M-V/def2-TZVPD.

```
16
Properties=species:S:1:pos:R:3:mulliken_charge:R:1
C -1.27 1.57 0.51 -0.91
C -0.25 0.50 0.21 0.55
C -0.72 -0.91 0.54 -0.60
C 0.97 0.55 -0.34 -0.51
C 2.00 -0.60 -0.65 -0.30
H -2.79 1.20 1.01 0.29
H -0.62 2.40 1.75 0.20
H -1.39 2.35 -0.59 0.23
H -0.06 -1.56 1.05 0.38
H -1.73 -0.69 1.13 0.18
H -0.63 -1.90 -1.16 0.33
H 1.36 1.38 -0.82 0.42
H 2.66 -0.21 -1.51 0.31
H 2.43 -0.53 0.43 0.28
O -1.28 -1.65 -0.58 -0.50
F 1.32 -1.89 -0.98 -0.35
```

Computed properties:
E_tot   -10088.2138 eV
LUMO level   0.009 hartree
Energy above the lowest of the compared OMol25 structures with the same formula, charge and spin   731.3 kJ/mol
Gap between HOMO and LUMO   9.644 eV

3.
One molecule with the formula C18H24N2O3S, computed with ωB97M-V/def2-TZVPD.

```
48
Properties=species:S:1:pos:R:3:mulliken_charge:R:1
C 0.55 -2.95 0.05 -0.92
C 1.99 -2.60 -0.33 -0.17
O 2.84 -2.45 0.80 -0.48
C 2.73 -1.21 1.45 -0.32
C 3.47 -0.13 0.71 0.86
N 4.59 -0.57 0.07 -0.10
C 5.42 0.22 -0.66 -0.14
S 6.74 -0.37 -1.43 -0.37
N 5.07 1.54 -0.69 -0.06
C 3.96 2.12 -0.08 0.44
O 3.76 3.31 -0.19 -0.66
C 3.12 1.18 0.66 -0.26
C 1.88 1.74 1.31 -1.41
C 0.62 1.13 0.75 0.08
C -0.42 0.73 1.58 -0.45
C -1.58 0.17 1.07 -0.18
C -1.72 -0.02 -0.30 0.59
O -2.77 -0.60 -0.93 -0.46
C -4.00 -0.83 -0.27 -0.82
C -4.99 0.33 -0.44 0.73
C -4.50 1.61 0.24 -1.39
C -5.25 0.58 -1.92 -1.42
C -0.68 0.38 -1.14 -0.80
C 0.47 0.95 -0.62 -0.21
H 0.54 -3.84 0.67 0.38
H -0.02 -3.13 -0.86 0.36
H 0.08 -2.13 0.59 0.04
H 2.01 -1.69 -0.94 0.23
H 2.43 -3.42 -0.90 0.36
H 1.68 -0.92 1.60 0.23
H 3.19 -1.35 2.43 0.27
H 4.79 -1.57 0.10 0.36
H 5.68 2.16 -1.21 0.26
H 1.92 1.60 2.39 0.31
H 1.88 2.82 1.11 0.44
H -0.32 0.87 2.65 0.35
H -2.35 -0.12 1.76 0.30
H -4.41 -1.72 -0.76 0.40
H -3.86 -1.06 0.79 0.32
H -5.93 0.02 0.04 0.33
H -4.35 1.45 1.30 0.33
H -3.56 1.94 -0.20 0.22
H -5.23 2.40 0.11 0.47
H -5.67 -0.31 -2.39 0.37
H -5.95 1.40 -2.05 0.42
H -4.32 0.83 -2.43 0.27
H -0.79 0.24 -2.20 0.45
H 1.26 1.27 -1.29 0.43
```

Computed properties:
E_tot   -39014.3248 eV
LUMO level   0.018 hartree
Energy above the lowest of the compared OMol25 structures with the same formula, charge and spin   75.0 kJ/mol
Gap between HOMO and LUMO   8.844 eV

4.
C32H30F6N3O9P2RbS2 as an isolated structure at a distorted geometry, computed with ωB97M-V/def2-TZVPD.

```
85
Properties=species:S:1:pos:R:3:mulliken_charge:R:1
Rb 2.51 -0.98 0.37 1.09
O 2.03 -1.78 3.71 -0.50
C 3.46 -1.80 3.76 -0.36
C 3.97 -0.38 3.88 -1.12
N 3.78 0.39 2.65 0.57
C 5.04 0.57 1.90 -0.47
C 5.45 -0.74 1.18 0.31
O 6.12 -1.56 1.83 -0.75
O 5.01 -0.86 0.00 -0.85
C 2.99 1.61 2.79 -1.34
C 2.33 2.01 1.46 0.45
O 2.75 3.02 0.88 -0.73
O 1.37 1.25 1.09 0.07
H 1.74 -2.53 3.18 0.33
H 3.80 -2.39 4.62 0.37
H 3.89 -2.25 2.86 0.32
H 3.42 0.11 4.70 0.49
H 5.03 -0.42 4.15 0.30
H 4.87 1.35 1.15 0.30
H 5.85 0.88 2.58 0.37
H 2.19 1.42 3.50 0.47
H 3.59 2.47 3.12 0.10
N -0.76 1.37 -1.22 -0.17
P 0.46 2.57 -1.15 0.01
C -0.22 3.55 -2.60 0.30
C 0.39 3.30 -3.83 -0.43
C -0.08 3.87 -5.00 -0.61
C -1.18 4.72 -4.97 -0.40
C -1.80 4.98 -3.75 -0.63
C -1.32 4.40 -2.59 -0.29
C -0.22 3.63 0.18 0.31
C -1.05 3.11 1.17 -0.06
C -1.52 3.92 2.20 -0.68
C -1.16 5.26 2.26 -0.49
C -0.32 5.78 1.28 -0.60
C 0.15 4.97 0.26 -0.49
P -0.49 -0.31 -1.10 0.27
C -1.47 -0.88 -2.55 -0.17
C -1.87 -2.22 -2.62 0.00
C -2.59 -2.69 -3.71 -0.66
C -2.91 -1.84 -4.75 -0.51
C -2.50 -0.51 -4.71 -0.61
C -1.78 -0.04 -3.62 -0.29
C -1.64 -0.73 0.27 1.14
C -1.11 -1.11 1.52 0.15
C -1.95 -1.32 2.60 -0.84
C -3.33 -1.17 2.46 -0.68
C -3.86 -0.80 1.23 -1.02
C -3.02 -0.59 0.15 -0.10
H -1.72 1.68 -1.11 0.50
H 1.25 2.64 -3.86 0.38
H 0.42 3.66 -5.94 0.38
H -1.55 5.17 -5.88 0.37
H -2.66 5.64 -3.71 0.37
H -1.82 4.62 -1.65 0.37
H -1.30 2.06 1.15 0.35
H -2.15 3.49 2.97 0.41
H -1.52 5.88 3.06 0.33
H -0.01 6.82 1.33 0.37
H 0.83 5.38 -0.48 0.41
H -1.62 -2.89 -1.81 0.25
H -2.89 -3.73 -3.73 0.45
H -3.48 -2.20 -5.60 0.35
H -2.74 0.16 -5.52 0.44
H -1.46 1.00 -3.59 0.27
H -0.05 -1.24 1.68 -0.17
H -1.53 -1.63 3.54 0.51
H -3.98 -1.36 3.30 0.37
H -4.93 -0.69 1.11 0.38
H -3.44 -0.30 -0.81 0.43
F 2.07 -6.19 0.65 -0.21
C 1.67 -5.43 -0.37 0.31
F 0.85 -6.14 -1.14 -0.21
F 2.74 -5.10 -1.09 -0.20
S 0.83 -3.87 0.23 1.21
O 1.20 -2.90 -0.77 -0.86
O 1.36 -3.68 1.56 -0.79
N -0.70 -4.14 0.16 -0.23
S -1.54 -5.13 1.08 1.00
O -0.99 -6.46 1.15 -0.71
O -2.05 -4.52 2.27 -0.62
C -2.99 -5.26 -0.04 0.63
F -3.59 -4.09 -0.22 -0.18
F -3.87 -6.10 0.54 -0.25
F -2.66 -5.76 -1.23 -0.24
```

Computed properties:
E_tot   -113781.6556 eV
Total charge   -2
LUMO level   0.147 hartree
Energy above the lowest of the compared OMol25 structures with the same formula, charge and spin   0.0 kJ/mol
Gap between HOMO and LUMO   6.794 eV

5.
A 4-piece molecular cluster, C6H17NO4 overall at a distorted geometry, computed with ωB97M-V/def2-TZVPD.

```
28
Properties=species:S:1:pos:R:3:mulliken_charge:R:1
C 1.20 1.77 2.11 -0.95
C 1.39 1.28 0.90 -0.18
C 0.37 0.30 0.31 -0.30
C 1.15 -0.91 -0.27 0.24
C 1.00 -0.83 -1.78 -0.35
O 1.22 0.16 -2.44 -0.48
N 0.55 -2.20 0.11 -0.52
C 0.75 -2.47 1.54 -0.96
H 0.43 1.38 2.76 0.31
H 1.91 2.54 2.40 0.28
H 2.22 1.46 0.22 0.39
H -0.16 0.78 -0.52 0.01
H -0.34 0.06 1.09 0.28
H 2.18 -0.90 0.00 0.54
H 0.50 -1.66 -2.31 0.34
H 0.96 -2.97 -0.37 0.24
H 1.77 -2.49 1.94 0.38
H 0.33 -1.64 2.07 0.35
H 0.22 -3.36 1.84 0.33
O -2.20 -1.40 1.06 -0.71
H -2.43 -0.51 0.74 0.42
H -1.46 -1.82 0.61 0.37
O -1.18 2.74 -1.92 -0.65
H -1.18 1.89 -2.38 0.32
H -0.30 3.08 -2.09 0.31
O -2.63 1.21 0.34 -0.68
H -1.79 1.68 0.29 0.31
H -3.12 1.76 -0.28 0.35
```

Computed properties:
E_tot   -16176.2477 eV
LUMO level   0.021 hartree
Energy above the lowest of the compared OMol25 structures with the same formula, charge and spin   193.9 kJ/mol
Gap between HOMO and LUMO   10.408 eV

6.
A 41-piece molecular cluster, C7H84N2O43S overall at a distorted geometry, computed with ωB97M-V/def2-TZVPD.

```
137
Properties=species:S:1:pos:R:3:mulliken_charge:R:1
N -1.48 6.75 2.54 -0.70
C -1.98 6.10 1.71 0.66
O -2.48 5.31 0.86 -0.38
C -2.27 3.98 1.30 -0.17
C -3.13 3.44 2.16 0.55
N -4.22 4.06 2.68 -0.21
C -2.85 2.04 2.61 0.70
O -3.62 1.51 3.37 -0.53
C -1.65 1.34 2.13 -0.76
C -0.84 1.94 1.28 -0.05
S 0.63 1.09 0.75 -0.18
C -1.10 3.31 0.76 0.54
O -0.39 3.84 -0.06 -0.73
H -4.88 3.30 2.86 0.13
H -4.60 4.76 2.06 0.21
H -1.43 0.33 2.43 0.73
H 0.17 0.19 -0.14 0.09
O -6.37 1.91 2.97 -0.52
H -6.73 1.87 3.87 0.26
H -6.32 0.99 2.70 0.23
O -0.12 -2.18 -0.47 -0.53
H 0.28 -2.89 0.06 0.33
H -0.58 -2.64 -1.18 0.28
O 2.79 -1.91 -1.31 -0.47
H 1.89 -1.97 -0.97 0.28
H 2.97 -0.97 -1.38 0.27
O -5.28 6.83 1.59 -0.59
H -4.52 7.32 1.91 0.27
H -5.47 7.22 0.73 0.30
O 3.82 -4.38 -2.90 -0.68
H 4.64 -4.59 -2.44 0.27
H 3.43 -3.67 -2.38 0.25
O 5.86 -2.25 -3.97 -0.57
H 6.27 -1.98 -3.14 0.32
H 5.41 -3.07 -3.75 0.34
O -7.04 1.51 5.82 -0.57
H -6.76 2.02 6.59 0.31
H -7.15 0.61 6.16 0.24
O 6.95 -0.08 -6.28 -0.70
H 6.73 -0.99 -6.02 0.26
H 6.25 0.45 -5.89 0.33
O -1.16 -1.66 1.80 -0.44
H -0.65 -2.41 2.11 0.22
H -1.59 -1.99 1.01 0.22
O -5.09 -0.52 6.84 -0.59
H -4.30 -0.14 6.45 0.32
H -4.79 -1.37 7.19 0.31
O 5.41 -6.25 -4.30 -0.54
H 5.19 -7.16 -4.07 0.29
H 4.71 -5.71 -3.91 0.40
O 1.37 -2.92 1.34 -0.61
H 2.18 -3.45 1.33 0.19
H 1.69 -2.01 1.38 0.30
O -3.45 6.33 5.59 -0.64
H -3.99 5.77 5.01 0.31
H -2.96 6.88 4.97 0.30
O -4.39 -2.87 5.27 -0.62
H -5.20 -3.27 5.58 0.30
H -4.63 -1.95 5.10 0.31
O 8.60 -6.05 -4.93 -0.67
H 7.69 -6.12 -4.61 0.32
H 8.79 -5.10 -4.91 0.33
O -6.12 3.87 7.58 -0.66
H -5.44 4.51 7.82 0.31
H -6.34 4.10 6.66 0.30
O -7.86 -0.84 2.65 -0.61
H -8.34 -0.90 3.48 0.31
H -8.54 -0.83 1.97 0.31
O 7.08 -5.69 -7.43 -0.63
H 7.91 -5.91 -6.98 0.32
H 6.69 -5.01 -6.86 0.28
O 4.18 -3.92 0.10 -0.50
H 4.46 -4.82 -0.06 0.27
H 4.99 -3.39 0.00 0.36
O -7.93 5.10 5.45 -0.61
H -8.45 5.05 6.26 0.32
H -8.58 5.01 4.75 0.30
O -2.23 -5.53 5.85 -0.62
H -3.04 -5.95 6.16 0.29
H -2.49 -4.62 5.68 0.33
O 5.41 -8.18 -7.80 -0.74
H 6.11 -8.82 -7.63 0.32
H 5.88 -7.33 -7.89 0.39
O -2.04 -4.24 1.30 -0.49
H -2.41 -4.43 2.17 0.26
H -2.16 -5.06 0.81 0.26
O -3.98 2.73 -1.17 -0.58
H -3.88 3.63 -0.84 0.31
H -3.99 2.82 -2.12 0.30
O 5.67 -1.44 -0.18 -0.64
H 4.76 -1.52 0.13 0.23
H 5.85 -0.49 -0.15 0.29
O -0.96 -6.39 2.95 -0.59
H -1.19 -5.99 3.80 0.33
H -1.81 -6.64 2.56 0.27
O -1.82 9.87 2.77 -0.69
H -2.31 9.97 3.59 0.32
H -1.74 8.91 2.65 0.36
O 7.15 -0.19 -2.54 -0.59
H 8.00 0.11 -2.19 0.29
H 7.09 0.25 -3.39 0.29
O 10.33 -3.86 -6.07 -0.63
H 10.29 -3.80 -7.03 0.32
H 11.17 -4.30 -5.90 0.32
O 7.90 -0.07 -9.03 -0.63
H 7.48 -0.07 -8.16 0.39
H 7.68 -0.93 -9.39 0.30
O 10.25 0.28 -1.61 -0.63
H 10.39 -0.67 -1.60 0.32
H 11.13 0.65 -1.75 0.31
O 6.46 -8.35 -10.46 -0.64
H 5.94 -8.31 -9.65 0.39
H 5.85 -8.09 -11.16 0.31
O -8.15 1.43 0.05 -0.65
H -7.37 1.71 -0.43 0.32
H -7.94 1.65 0.97 0.34
O -3.62 -7.40 2.81 -0.62
H -3.46 -8.26 3.21 0.29
H -4.54 -7.21 3.01 0.31
O 2.34 4.84 -1.39 -0.63
H 1.45 4.68 -1.05 0.39
H 2.41 5.80 -1.41 0.31
O -3.21 12.20 1.22 -0.65
H -2.78 11.42 1.58 0.35
H -2.48 12.79 0.99 0.33
O -4.30 13.88 3.72 -0.63
H -4.44 14.83 3.77 0.31
H -4.18 13.69 2.78 0.32
O -3.94 9.01 0.01 -0.61
H -3.07 8.66 0.23 0.30
H -3.89 9.94 0.27 0.31
O -5.76 -7.85 0.56 -0.62
H -5.63 -7.94 -0.38 0.32
H -4.87 -7.83 0.93 0.33
O 5.77 -2.63 -7.97 -0.57
H 5.34 -2.64 -7.11 0.30
H 5.58 -3.50 -8.34 0.28
```

Computed properties:
E_tot   -110480.6573 eV
LUMO level   -0.061 hartree
Gap between HOMO and LUMO   7.789 eV

7.
A 2-piece molecular cluster, C4H12S overall at a distorted geometry, computed with ωB97M-V/def2-TZVPD.

```
17
Properties=species:S:1:pos:R:3:mulliken_charge:R:1
C -1.28 -0.07 -1.93 -1.19
C -1.37 -0.29 -0.46 0.44
S -1.50 -2.11 -0.05 -0.24
H -2.26 -0.15 -2.43 0.35
H -0.58 -0.77 -2.40 0.34
H -0.91 0.92 -2.23 0.35
H -0.54 0.02 0.17 -0.62
H -2.24 0.07 0.07 0.41
H -2.33 -2.40 -1.06 0.11
C 1.32 0.39 1.96 -0.72
C 1.96 0.74 0.62 -0.85
H 0.34 -0.03 1.82 0.23
H 1.91 -0.27 2.61 0.30
H 1.12 1.33 2.50 0.24
H 1.87 -0.03 -0.14 0.27
H 1.46 1.64 0.23 0.26
H 3.01 1.01 0.73 0.32
```

Computed properties:
E_tot   -15177.4572 eV
LUMO level   0.036 hartree
Energy above the lowest of the compared OMol25 structures with the same formula, charge and spin   24.0 kJ/mol
Gap between HOMO and LUMO   9.936 eV

8.
A 2-piece molecular cluster, C2H5FNO2S overall at a distorted geometry, computed with ωB97M-V/def2-TZVPD.

```
12
Properties=species:S:1:pos:R:3:mulliken_charge:R:1
C -1.08 -1.05 0.04 -0.69
C -0.93 0.51 0.24 -0.23
N -2.00 1.13 -0.52 -0.16
O 3.45 -1.19 -1.01 -0.55
O 3.62 0.31 0.89 -0.56
F -1.68 2.58 -0.76 -0.26
S 2.82 -0.14 -0.24 0.15
H -0.33 -1.22 -0.75 0.24
H -0.77 -1.36 1.08 0.20
H -2.22 -1.34 -0.13 0.31
H -0.86 0.80 1.24 0.33
H -0.01 0.97 -0.09 0.22
```

Computed properties:
E_tot   -21289.6128 eV
Total charge   -1
LUMO level (spin up / spin down)   0.140 / 0.080 hartree
Energy above the lowest of the compared OMol25 structures with the same formula, charge and spin   171.2 kJ/mol
Gap between HOMO and LUMO (spin up / spin down)   8.605 / 3.460 eV